ORCA calculation (ωB97M-V with the def2-TZVPD basis set) on C18H38BBr14Cl as an isolated structure in a non-equilibrium geometry.

Computed properties:
Frontier orbital gap (eV): 8.188
HOMO (eV): -8.058
Energy relative to the best compared isomer or geometry (same formula, charge and spin) (eV): 3.325

CARTESIAN COORDINATES (ANGSTROEM)
C: 0.667 3.421 1.687
B: -0.302 4.670 1.220
C: -1.951 4.717 1.393
Cl: -2.494 4.844 3.173
C: -2.532 3.347 0.664
C: -2.833 2.115 1.722
H: 0.861 3.363 2.847
H: 1.686 3.545 1.110
H: 0.149 2.431 1.268
H: 0.230 5.591 0.677
H: -2.359 5.699 0.854
H: -3.473 3.607 0.014
H: -1.650 2.953 -0.036
H: -1.806 1.838 2.211
H: -3.695 2.332 2.483
H: -3.179 1.198 1.065
Br: -5.056 -0.738 1.649
C: -3.901 -1.916 2.690
C: -2.549 -2.076 2.035
Br: -2.642 -3.291 0.513
H: -4.438 -2.860 2.815
H: -3.802 -1.428 3.664
H: -1.838 -2.538 2.725
H: -2.131 -1.134 1.667
Br: 0.494 -0.177 2.273
C: 0.692 -0.253 0.335
C: 1.826 -1.169 -0.064
Br: 3.556 -0.313 0.213
H: 0.822 0.776 -0.014
H: -0.263 -0.639 -0.034
H: 1.786 -1.388 -1.135
H: 1.841 -2.109 0.494
Br: 6.676 -4.468 -3.315
C: 5.759 -2.779 -2.980
C: 4.810 -2.895 -1.810
Br: 3.177 -3.836 -2.314
H: 5.265 -2.494 -3.913
H: 6.555 -2.062 -2.761
H: 4.478 -1.906 -1.483
H: 5.236 -3.430 -0.956
Br: -7.732 0.358 -0.475
C: -8.460 -0.318 1.203
C: -9.912 0.067 1.364
Br: -10.093 1.938 1.884
H: -7.820 0.059 2.004
H: -8.354 -1.405 1.141
H: -10.374 -0.500 2.177
H: -10.501 -0.069 0.452
Br: -7.051 4.053 -0.862
C: -6.853 3.977 -2.801
C: -5.720 3.061 -3.200
Br: -3.989 3.917 -2.922
H: -6.724 5.005 -3.149
H: -7.808 3.591 -3.169
H: -5.759 2.842 -4.270
H: -5.704 2.121 -2.641
Br: 11.130 -3.056 -5.379
C: 10.213 -1.367 -5.043
C: 9.264 -1.483 -3.873
Br: 7.632 -2.424 -4.378
H: 9.719 -1.082 -5.976
H: 11.009 -0.650 -4.825
H: 8.932 -0.494 -3.547
H: 9.690 -2.019 -3.020
Br: 5.001 -4.656 1.536
C: 5.726 -3.330 2.768
C: 4.941 -3.296 4.059
Br: 3.248 -2.356 3.832
H: 5.733 -2.372 2.240
H: 6.757 -3.646 2.952
H: 5.480 -2.729 4.823
H: 4.705 -4.290 4.449


ORCA calculation (ωB97M-V with the def2-TZVPD basis set) on C18H38BF4InN5O19 as an isolated structure in a non-equilibrium geometry.

Computed properties:
Total charge: -1
Frontier orbital gap (eV): 3.728
HOMO (eV): -6.904

CARTESIAN COORDINATES (ANGSTROEM)
In: -11.298 -28.760 1.515
N: -7.536 -30.353 2.064
O: -6.977 -31.314 2.647
O: -8.701 -29.981 2.288
O: -6.922 -29.719 1.258
N: -12.919 -32.049 3.295
O: -11.956 -31.381 3.006
O: -13.991 -31.726 2.861
O: -12.918 -32.896 4.210
N: -11.940 -25.439 0.177
O: -11.415 -25.633 1.241
O: -12.321 -26.483 -0.400
O: -12.052 -24.373 -0.299
B: -12.462 -28.154 4.576
F: -12.872 -27.782 5.900
F: -13.366 -28.942 3.843
F: -12.272 -27.076 3.761
F: -11.237 -28.837 4.634
C: -14.680 -26.899 2.157
O: -14.192 -27.975 1.404
C: -15.272 -28.796 0.819
C: -14.824 -29.631 -0.286
N: -13.747 -30.498 0.232
C: -13.325 -31.417 -0.868
C: -12.076 -32.318 -0.545
O: -11.044 -31.509 -0.078
C: -9.876 -32.282 0.068
H: -15.213 -27.251 3.040
H: -15.310 -26.198 1.610
H: -13.905 -26.194 2.459
H: -16.055 -28.149 0.422
H: -15.692 -29.332 1.670
H: -14.455 -28.846 -0.945
H: -15.599 -30.232 -0.762
H: -14.138 -31.068 0.969
H: -13.080 -30.750 -1.695
H: -14.134 -32.096 -1.137
H: -11.979 -32.880 -1.473
H: -12.404 -32.933 0.294
H: -8.931 -31.825 0.362
H: -9.689 -32.773 -0.887
H: -10.043 -33.010 0.861
C: -8.651 -26.975 4.570
O: -9.114 -26.916 3.203
C: -8.023 -26.382 2.429
C: -8.319 -26.313 1.024
N: -8.677 -27.665 0.550
C: -8.340 -27.687 -0.903
C: -8.813 -28.997 -1.561
O: -10.193 -29.122 -1.579
C: -10.895 -28.309 -2.551
H: -8.084 -26.093 4.868
H: -7.985 -27.831 4.674
H: -9.449 -27.090 5.303
H: -7.077 -26.923 2.422
H: -7.871 -25.354 2.759
H: -7.345 -26.078 0.594
H: -8.997 -25.479 0.845
H: -8.017 -28.283 1.000
H: -7.265 -27.550 -1.021
H: -8.796 -26.847 -1.426
H: -8.373 -29.805 -0.977
H: -8.440 -29.122 -2.577
H: -10.649 -28.476 -3.600
H: -10.705 -27.248 -2.388
H: -11.962 -28.418 -2.362
C: -11.710 -24.207 4.676
C: -10.519 -23.453 5.207
O: -10.919 -22.909 6.420
C: -12.214 -23.174 6.648
O: -12.962 -22.816 7.542
O: -12.705 -23.884 5.626
H: -11.475 -25.271 4.635
H: -11.875 -23.866 3.654
H: -9.995 -22.859 4.459
H: -9.843 -24.260 5.489
C: -9.088 -32.414 6.390
C: -9.578 -30.983 6.781
O: -10.462 -31.240 7.870
C: -10.596 -32.642 8.020
O: -11.377 -33.184 8.828
O: -9.986 -33.284 7.029
H: -8.062 -32.611 6.699
H: -9.104 -32.504 5.304
H: -10.013 -30.556 5.877
H: -8.753 -30.329 7.065


ORCA calculation (ωB97M-V with the def2-TZVPD basis set) on C18H38BeF4N3O6S2 as an isolated structure in a non-equilibrium geometry.

Computed properties:
Total charge: -1
Frontier orbital gap (eV): 8.829
HOMO (eV): -6.559

CARTESIAN COORDINATES (ANGSTROEM)
Be: -0.269 -0.298 0.577
F: 0.959 -0.520 2.576
F: -1.824 -0.434 -0.958
N: 3.989 0.424 2.171
S: 3.254 1.563 1.245
O: 2.096 1.171 0.496
O: 3.982 2.639 0.630
F: 2.584 2.411 2.437
S: 5.252 0.157 1.306
O: 6.479 0.786 1.706
O: 5.069 -0.116 -0.094
F: 5.419 -1.345 1.891
C: -0.023 3.191 -0.638
C: -1.322 3.300 0.155
C: -2.569 3.308 -0.743
C: -3.899 3.242 -0.039
C: -3.962 1.924 0.752
C: -2.733 1.676 1.636
N: -1.457 2.076 0.991
O: -0.385 1.846 1.873
C: -2.787 2.301 3.033
C: -2.823 0.171 1.969
C: -1.253 4.549 1.037
H: 0.859 3.113 -0.004
H: 0.109 4.057 -1.288
H: -0.008 2.260 -1.209
H: -2.498 4.122 -1.475
H: -2.496 2.497 -1.477
H: -4.658 3.167 -0.819
H: -4.048 4.082 0.639
H: -4.408 1.110 0.186
H: -4.697 2.028 1.562
H: -2.552 3.369 3.134
H: -3.756 2.359 3.538
H: -2.082 1.818 3.708
H: -1.978 -0.172 2.582
H: -3.629 0.084 2.710
H: -3.123 -0.608 1.269
H: -2.189 4.686 1.578
H: -1.163 5.364 0.317
H: -0.466 4.506 1.789
H: -0.477 2.599 2.475
C: 2.761 -2.332 -2.704
C: 1.399 -1.822 -2.164
C: 0.228 -2.327 -3.041
C: -0.227 -3.787 -2.784
C: -0.512 -3.985 -1.307
C: 0.608 -3.484 -0.375
N: 1.073 -2.131 -0.758
O: 2.051 -1.666 0.137
C: -0.015 -3.333 1.018
C: 1.724 -4.556 -0.343
C: 1.370 -0.309 -2.457
H: 2.729 -3.413 -2.851
H: 3.158 -1.806 -3.567
H: 3.486 -2.153 -1.903
H: -0.595 -1.621 -2.949
H: 0.630 -2.454 -4.050
H: -1.156 -3.995 -3.315
H: 0.603 -4.405 -3.133
H: -0.643 -5.070 -1.222
H: -1.487 -3.587 -1.017
H: -0.856 -2.639 0.883
H: 0.644 -2.881 1.760
H: -0.395 -4.309 1.321
H: 1.440 -5.479 0.160
H: 2.552 -4.104 0.206
H: 2.069 -4.853 -1.334
H: 1.958 0.274 -1.740
H: 1.724 -0.075 -3.459
H: 0.373 0.126 -2.336
H: 2.789 -2.291 0.096


ORCA calculation (ωB97M-V with the def2-TZVPD basis set) on a 3-piece molecular cluster, C18H38BrN2O overall in a non-equilibrium geometry.

Computed properties:
Total charge: +1
Frontier orbital gap (eV): 3.239
HOMO (eV): -9.332

CARTESIAN COORDINATES (ANGSTROEM)
Br: -0.361 -0.576 -0.268
C: 5.578 -0.381 2.079
C: 4.510 -0.033 1.014
C: 4.473 -1.185 0.009
C: 3.565 -0.918 -1.266
N: 3.656 -2.032 -2.321
C: 3.451 -3.531 -1.749
C: 4.808 -4.232 -1.838
C: 5.392 -3.557 -3.007
C: 5.066 -2.144 -2.967
C: 2.610 -1.660 -3.323
H: 6.514 -0.468 1.526
H: 5.596 -1.339 2.599
H: 5.635 0.330 2.903
H: 4.711 0.902 0.491
H: 3.561 0.102 1.532
H: 4.263 -2.141 0.489
H: 5.524 -1.274 -0.267
H: 3.794 0.033 -1.748
H: 2.541 -0.737 -0.941
H: 2.699 -4.000 -2.384
H: 3.106 -3.500 -0.715
H: 4.708 -5.308 -1.982
H: 5.419 -4.007 -0.963
H: 5.122 -4.001 -3.966
H: 6.478 -3.578 -2.918
H: 5.098 -1.687 -3.956
H: 5.724 -1.552 -2.330
H: 1.635 -1.586 -2.841
H: 2.587 -2.447 -4.076
H: 2.942 -0.725 -3.776
C: -4.773 0.058 0.099
C: -5.399 1.464 0.344
C: -6.220 1.472 1.610
C: -5.399 1.357 2.934
C: -4.526 2.652 2.989
C: -3.505 2.792 1.773
N: -4.275 2.538 0.477
O: -3.584 3.018 -0.618
C: -2.366 1.778 1.881
C: -2.893 4.196 1.822
C: -6.307 1.827 -0.858
H: -5.415 -0.822 0.084
H: -3.964 -0.248 0.762
H: -4.357 0.054 -0.909
H: -6.871 0.610 1.470
H: -6.804 2.392 1.608
H: -4.806 0.445 2.868
H: -5.955 1.174 3.853
H: -3.915 2.781 3.882
H: -5.122 3.565 2.970
H: -1.746 1.693 0.989
H: -2.655 0.739 2.041
H: -1.777 2.070 2.750
H: -2.579 4.428 2.840
H: -3.589 5.008 1.611
H: -1.983 4.345 1.242
H: -6.546 2.889 -0.908
H: -7.285 1.346 -0.855
H: -5.787 1.614 -1.792